1.
15
Properties=species:S:1:pos:R:3:forces:R:3 method="wB97M-V/def2-TZVPD" max_force_ev_per_a=1.0 spin_multiplicity=2 s_squared=0.7505 e_homo_ha="-0.1392 / -0.3410" e_above_lowest_kcal_mol=0.45
C -0.278125 0.693572 -0.252076 0.167 0.023 -0.203
C -1.147024 0.268343 0.905429 -0.553 -0.580 0.086
S -2.028445 -1.292121 0.558279 -0.337 -0.117 -0.081
N 0.822057 1.641102 0.152806 0.562 -0.081 0.024
H -0.850781 1.171705 -1.040275 -0.190 0.160 0.131
H 0.196792 -0.158016 -0.724095 0.155 -0.090 0.130
H -1.973681 0.956483 1.069903 0.218 0.274 0.174
H -0.622975 0.105950 1.840141 0.207 0.287 0.003
H -1.071206 -2.157765 0.913734 0.135 0.121 -0.106
H 1.108320 2.254548 -0.653737 -0.048 0.041 0.263
H 1.702755 1.118521 0.435728 -0.110 -0.102 -0.143
H 0.630121 2.230917 0.987060 -0.346 0.171 -0.256
H 0.963672 -2.544272 -2.110500 -0.262 0.302 0.617
H 1.721673 -2.142629 -0.855397 -0.200 0.072 0.030
O 0.826849 -2.146337 -1.227000 0.601 -0.484 -0.668

2.
15
Properties=species:S:1:pos:R:3:forces:R:3 method="wB97M-V/def2-TZVPD" max_force_ev_per_a=4.8 total_charge=+1 e_homo_ha=-0.4678 e_above_lowest_kcal_mol=25.69
C -0.263795 0.331070 -1.248955 0.270 0.294 -0.432
C 0.860852 0.649564 -0.202989 -1.509 2.632 0.774
S 1.258036 2.517255 -0.405438 1.016 -1.153 -0.180
N -0.947943 -0.938992 -0.891398 1.612 -1.834 4.079
H -0.040762 0.108722 -2.324868 0.505 1.254 0.963
H -1.063879 1.094397 -1.145035 0.825 -0.212 -0.401
H 1.778705 0.071459 -0.137795 -0.280 -0.221 -0.359
H 0.344637 0.756890 0.814109 0.772 -0.994 -1.491
H 2.636790 2.446525 -0.315550 -1.075 -0.090 -0.130
H -1.948542 -0.850137 -0.718229 -0.068 -0.463 -0.700
H -0.554122 -1.246026 0.082682 -0.991 1.010 -1.179
H -0.590409 -1.740099 -1.408023 -0.951 0.010 -0.799
H -0.081577 -0.491932 3.034827 -0.104 -0.298 0.171
H -0.890059 -1.770489 2.575988 0.170 0.208 0.547
O -0.497926 -0.938201 2.290670 -0.191 -0.144 -0.863